{
  "formula": "C53H65F5IN2O4Si",
  "method": "wB97M-V/def2-TZVPD",
  "energy_ev": -96739.87730,
  "gap_ev": 7.09,
  "e_homo_ev": -10.08,
  "charge": 1,
  "e_above_lowest_ev": 0.000,
  "elements": ["C", "C", "C", "C", "N", "C", "C", "C", "O", "C", "C", "C", "I", "N", "O", "C", "C", "O", "Si", "C", "C", "C", "C", "C", "O", "C", "C", "C", "C", "C", "C", "H", "H", "H", "H", "H", "H", "H", "H", "H", "H", "H", "H", "H", "H", "H", "H", "H", "H", "H", "H", "H", "H", "H", "H", "H", "H", "H", "H", "H", "H", "H", "H", "H", "H", "H", "H", "H", "H", "H", "H", "F", "C", "C", "C", "C", "C", "C", "H", "H", "H", "H", "H", "F", "C", "C", "C", "C", "C", "C", "H", "H", "H", "H", "H", "F", "C", "C", "C", "C", "C", "C", "H", "H", "H", "H", "H", "F", "C", "C", "C", "C", "C", "C", "H", "H", "H", "H", "H", "F", "C", "C", "C", "C", "C", "C", "H", "H", "H", "H", "H"],
  "positions_angstrom": [[-4.490601, -3.494004, 0.088134], [-3.211383, -3.927449, -0.277304], [-2.452070, -3.644006, -1.572287], [-3.418938, -3.659361, -2.797019], [-4.373303, -4.755338, -2.692490], [-3.789692, -6.063762, -3.059013], [-4.475354, -6.595879, -4.347034], [-4.148700, -2.314061, -2.943428], [-4.815321, -2.287007, -4.205875], [-6.234740, -2.269051, -4.063520], [-6.802044, -0.889039, -3.711548], [-3.098726, -1.161554, -3.029623], [-2.059887, -1.265559, -4.880097], [-2.260598, -1.110042, -1.771129], [-3.269264, -0.926409, -0.793902], [-1.438872, 0.141831, -1.642855], [-0.088430, 0.235414, -2.387764], [-0.112500, 1.262285, -3.365427], [0.499342, 2.757470, -2.829065], [2.223606, 2.688659, -2.089245], [0.586923, 3.873277, -4.344117], [-0.781980, 3.508416, -1.659508], [-1.530628, -2.391376, -1.537121], [-0.506305, -2.360158, -0.428314], [-1.015632, -2.339720, 0.907497], [-0.256717, -1.496136, 1.709506], [1.007921, -1.813536, 2.148294], [1.679329, -0.925855, 2.954350], [1.128836, 0.277292, 3.352843], [-0.147479, 0.591980, 2.911566], [-0.811871, -0.301236, 2.096572], [-5.432845, -3.937540, -0.236633], [-4.565948, -2.629772, 0.765320], [-2.680577, -4.549306, 0.459572], [-1.757868, -4.486637, -1.723150], [-2.795117, -3.892153, -3.679871], [-5.185977, -4.555814, -3.259565], [-2.699138, -6.017361, -3.146051], [-4.056581, -6.758346, -2.253263], [-3.794885, -7.227103, -4.925321], [-4.824951, -5.779129, -4.990990], [-5.355484, -7.170868, -4.042123], [-4.913256, -2.128496, -2.188494], [-6.725559, -2.609424, -4.982909], [-6.572183, -2.975684, -3.287239], [-6.364758, -0.594338, -2.741605], [-7.875250, -0.976502, -3.511559], [-6.573819, -0.106574, -4.439499], [-3.674358, -0.231608, -3.007159], [-2.966661, -1.335509, 0.040425], [-2.074527, 0.960879, -1.990827], [-1.252772, 0.340220, -0.582602], [0.689973, 0.428797, -1.629213], [0.221145, -0.672408, -2.918996], [2.684086, 3.669097, -2.271285], [2.177513, 2.515461, -1.008437], [2.862615, 1.945229, -2.579361], [1.306066, 3.520553, -5.090966], [-0.394131, 4.058467, -4.794761], [0.957592, 4.845809, -3.985002], [-0.855158, 2.898468, -0.748052], [-0.581381, 4.564319, -1.461985], [-1.761833, 3.432084, -2.154890], [-0.919393, -2.519662, -2.444935], [0.233198, -1.553338, -0.514460], [0.075932, -3.289903, -0.543177], [1.457159, -2.766412, 1.875434], [2.668376, -1.199454, 3.318666], [1.643868, 0.965396, 4.016580], [-0.668442, 1.504026, 3.189719], [-1.825098, -0.060326, 1.767758], [4.595425, 1.491552, 3.931123], [5.497479, 0.596227, 4.378318], [5.113149, -0.333093, 5.326704], [6.042315, -1.264942, 5.770353], [7.338717, -1.245584, 5.272343], [7.707242, -0.299269, 4.325061], [6.779974, 0.625934, 3.868535], [4.099464, -0.324233, 5.708959], [5.756153, -2.001964, 6.503267], [8.062175, -1.969545, 5.624513], [8.718422, -0.282035, 3.939706], [7.044424, 1.363930, 3.121925], [-9.982795, -0.023033, -2.567563], [-10.490430, 0.952540, -3.353243], [-11.859069, 1.062770, -3.490059], [-12.376073, 2.069056, -4.293552], [-11.521053, 2.941631, -4.954504], [-10.146897, 2.812190, -4.808579], [-9.626043, 1.813515, -3.998223], [-12.508424, 0.368599, -2.972805], [-13.447208, 2.172181, -4.404276], [-11.927505, 3.722774, -5.583393], [-9.479735, 3.488854, -5.326063], [-8.557674, 1.702099, -3.864709], [5.802185, -1.780222, 8.688846], [4.972953, -0.981566, 9.392666], [5.419320, 0.260743, 9.795840], [4.563529, 1.082656, 10.514762], [3.281797, 0.649202, 10.828093], [2.852234, -0.605472, 10.417731], [3.700693, -1.427561, 9.689485], [6.424404, 0.576507, 9.548127], [4.897332, 2.061843, 10.831391], [2.617981, 1.290752, 11.392873], [1.855256, -0.945495, 10.665228], [3.382001, -2.405989, 9.353643], [6.884799, 8.344029, -2.793066], [6.478970, 7.114974, -2.432842], [5.801649, 6.952340, -1.239733], [5.379342, 5.683022, -0.871941], [5.647272, 4.595745, -1.693590], [6.333631, 4.776991, -2.887182], [6.749189, 6.045808, -3.264664], [5.610133, 7.811596, -0.610459], [4.841436, 5.541777, 0.056651], [5.319660, 3.605178, -1.401674], [6.546165, 3.929172, -3.525719], [7.277948, 6.209555, -4.194443], [4.287970, 1.318169, -0.293578], [5.206705, 0.532165, 0.311772], [4.785214, -0.386480, 1.252561], [5.726473, -1.194252, 1.874868], [7.071759, -1.066337, 1.555916], [7.476923, -0.133614, 0.610378], [6.538345, 0.670403, -0.022044], [3.732042, -0.463338, 1.493421], [5.410602, -1.923033, 2.610500], [7.804518, -1.694244, 2.045788], [8.525596, -0.030531, 0.364847], [6.834191, 1.398391, -0.766753]],
  "forces_ev_per_angstrom": [[0.4, 0.0, -0.2], [-0.3, 0.0, 0.1], [-1.6, -2.0, -0.3], [0.0, -0.2, 0.1], [0.7, 0.3, 0.7], [-1.4, -0.1, -0.3], [0.3, 0.0, 0.4], [0.8, -0.3, -1.5], [-0.3, -0.2, 0.3], [-1.2, 0.4, -0.1], [0.5, -0.3, 0.9], [-1.3, -0.1, 0.1], [0.3, 0.2, 0.2], [-0.3, 0.3, 0.6], [-0.4, 0.2, 0.3], [0.8, 0.7, -0.3], [0.3, 0.0, -0.5], [0.4, 0.2, 0.9], [-0.1, 1.1, -1.1], [-0.5, -0.2, 0.0], [0.0, 0.0, 0.4], [0.0, -0.8, -0.4], [0.4, -1.0, -0.6], [0.8, -0.6, 0.6], [-0.2, 0.5, -0.5], [-0.2, 0.2, 0.3], [0.1, -0.9, -0.4], [1.0, 0.0, 0.7], [-0.4, 0.5, 0.2], [0.0, 0.1, 0.1], [-1.2, 0.5, -0.3], [0.2, 1.3, -1.6], [-0.2, -1.7, 1.8], [0.9, 2.0, 0.7], [0.1, 0.3, 0.0], [-0.1, 0.9, -0.1], [0.1, -0.1, -0.1], [-0.2, 0.2, 0.0], [0.5, 0.0, -0.1], [-0.3, 0.0, 0.1], [0.3, -0.1, 0.1], [0.1, 0.0, -0.3], [0.6, -0.1, 0.4], [0.7, 0.0, -0.1], [0.3, 0.1, -0.1], [-0.1, 0.2, -0.2], [0.1, 0.1, -0.3], [-0.1, -0.3, -0.1], [0.4, 0.0, -0.2], [0.3, -0.1, -0.2], [0.0, -0.3, -0.1], [-0.3, -0.6, -0.1], [-0.1, 0.0, -0.1], [-0.3, -0.1, 0.3], [-0.1, -0.1, 0.1], [0.3, 0.0, -0.2], [-0.1, 0.0, 0.2], [-0.2, 0.0, 0.0], [0.2, -0.2, -0.1], [-0.1, -0.2, -0.1], [0.1, 0.5, 0.1], [0.0, -0.2, 0.3], [0.2, 0.2, 0.0], [-0.1, 0.3, 0.1], [-0.3, 0.0, -0.3], [-0.2, 0.2, -0.1], [0.0, 0.1, 0.1], [-0.2, 0.1, -0.1], [0.1, -0.2, -0.2], [0.3, -0.1, 0.1], [0.2, -0.1, 0.1], [-0.2, 0.1, -0.1], [0.5, -0.2, 0.3], [-0.2, 0.0, 0.0], [0.0, 0.0, -0.3], [0.1, 0.0, -0.1], [-0.1, 0.1, 0.4], [0.1, 0.5, 0.3], [0.0, 0.0, 0.0], [0.0, 0.0, 0.0], [0.0, 0.0, 0.0], [0.0, 0.0, 0.0], [-0.1, 0.0, 0.0], [0.0, 0.0, 0.0], [-0.2, 0.3, -0.2], [-0.2, -0.2, 0.1], [0.2, 0.0, 0.0], [0.0, 0.1, 0.0], [-0.2, -0.1, 0.0], [0.3, 0.0, 0.0], [0.0, 0.0, 0.0], [0.0, 0.0, 0.0], [0.0, 0.0, 0.0], [0.0, 0.0, 0.0], [0.0, 0.0, 0.0], [0.0, -0.1, 0.2], [-0.2, 0.2, 0.2], [0.2, 0.1, -0.1], [-0.1, -0.1, 0.0], [0.0, 0.1, 0.0], [0.1, 0.1, 0.0], [-0.1, -0.2, -0.1], [0.0, 0.0, 0.0], [0.0, 0.0, 0.0], [0.0, 0.0, 0.0], [0.0, 0.0, 0.0], [0.0, 0.0, 0.0], [0.0, 0.0, 0.0], [-0.1, -0.3, 0.1], [-0.1, 0.2, 0.1], [0.1, 0.0, -0.1], [0.0, -0.2, 0.0], [-0.1, 0.1, 0.1], [0.1, 0.0, -0.2], [0.0, 0.0, 0.0], [0.0, 0.0, 0.0], [0.0, 0.0, 0.0], [0.0, 0.0, 0.0], [0.0, 0.0, 0.0], [0.0, 0.0, 0.0], [0.3, -0.2, 0.2], [-0.2, -0.1, 0.0], [0.0, -0.1, -0.5], [0.0, -0.3, -0.5], [-0.1, -0.2, 0.1], [0.0, 0.3, -0.2], [0.1, 0.1, -0.1], [0.0, 0.0, 0.1], [-0.1, 0.0, -0.1], [0.0, 0.0, 0.0], [0.0, 0.0, 0.0]]
}